[1]
32
Properties=species:S:1:pos:R:3:forces:R:3 method="wB97M-V/def2-TZVPD" homo_lumo_gap_ev="5.20 / 5.80" e_tot_ev=-63589.339 multiplicity=2 relative_energy_ev=4.064 e_homo_ev="-15.15 / -16.16" charge=+2
I 4.3508 1.6389 -0.5778 -0.53 1.13 0.25
I 4.0716 -1.1709 -0.5472 1.08 -2.06 2.18
Ce 1.4165 0.1029 0.1309 -2.44 0.84 1.89
P -0.4935 0.1832 -2.5099 -0.70 -0.37 -1.85
C 0.2465 0.1848 -4.1873 1.28 0.04 -0.46
C -1.6261 -1.2037 -2.9118 0.28 -0.33 0.50
H -2.4484 1.5425 -2.0994 -0.23 0.08 -0.06
H -2.1644 1.1241 -3.8554 0.25 0.66 0.91
H -1.2241 2.4575 -3.0105 -0.25 -0.19 -0.13
C -1.7145 1.4833 -2.8971 0.17 0.53 0.46
H -2.3706 -1.3197 -2.1323 -0.25 -0.08 -0.04
H -2.0710 -0.8480 -3.8688 0.16 -0.67 0.79
H -0.6547 0.2151 -4.8863 1.62 -0.01 0.69
H 0.8914 -0.7322 -4.3450 -0.99 1.03 -0.10
H -1.0866 -2.1477 -3.0460 -0.18 0.18 -0.08
H 0.9218 1.0810 -4.3010 -0.83 -0.84 -0.23
C 2.3439 -0.3844 -1.9771 3.41 -0.60 -8.27
O 2.9108 -0.4889 -3.0405 -4.01 0.87 4.92
Cl -1.2332 0.1530 0.5912 0.51 0.26 -1.58
C -0.2686 0.4515 4.7032 2.62 -0.05 0.46
C -0.3664 -1.0424 4.3008 -0.26 -1.00 0.80
C 0.1942 -1.2428 2.8703 -0.56 0.89 0.07
O 0.6516 0.1290 2.4920 1.04 -0.05 0.03
C 0.3100 1.2219 3.5247 -0.86 -0.32 -1.80
H -1.2266 0.7986 5.0175 -0.42 0.53 0.26
H 0.5305 0.5796 5.5152 -1.60 -0.32 -0.72
H -1.4360 -1.3949 4.3564 1.22 0.31 -0.08
H 0.2285 -1.5904 5.0739 -0.63 0.04 -0.93
H 1.0897 -1.8988 2.7934 -0.60 0.30 0.25
H -0.6211 -1.5483 2.1331 1.19 0.31 1.11
H -0.4305 1.9475 3.0627 0.83 -1.05 0.25
H 1.2784 1.7186 3.6280 -0.33 -0.08 0.53



[2]
31
Properties=species:S:1:pos:R:3:forces:R:3 method="wB97M-V/def2-TZVPD" homo_lumo_gap_ev=5.81 e_tot_ev=-37870.790 relative_energy_ev=0.000 e_homo_ev=-15.63 charge=+2
C 0.1307 -2.1685 1.4260 -0.72 1.45 1.02
C 2.0637 -1.5473 0.0002 -1.45 -3.42 -0.56
C 1.1872 -2.7414 0.5950 1.62 -0.65 -1.14
C 1.3474 -0.2200 1.8894 -0.28 -2.11 -2.32
C -1.1744 -2.8180 1.4372 -1.50 3.19 2.31
C -1.8731 4.6161 -1.8216 -1.04 -0.66 0.42
C -1.5803 3.6651 -0.5648 -4.60 -1.45 -2.44
C -1.1237 2.2337 -0.8779 -0.18 -1.66 -2.98
N 0.3381 -1.0558 2.0971 0.71 0.32 0.69
N 2.1545 -0.4528 0.7130 0.27 2.15 -0.96
N 2.6022 -1.8187 -1.1656 0.41 1.47 1.58
N 0.8119 -3.7038 -0.4209 -0.25 2.22 0.22
S -0.7980 1.0879 0.5280 0.20 0.71 -0.42
Cl 1.9312 0.9305 2.8777 -0.07 0.37 0.78
H 1.8875 -3.1844 1.3515 -0.27 -0.07 -0.54
H -1.0740 -3.8205 1.4516 0.37 -3.54 -0.54
H -1.6213 -2.4725 0.5060 -0.57 -0.13 -0.16
H -1.8510 -2.5940 2.3535 1.27 0.30 -1.72
H -1.4720 4.1095 -2.6665 -0.07 -0.57 -1.11
H -2.9988 4.8979 -2.0532 2.49 -0.63 0.84
H -1.2125 5.4751 -1.7765 -0.43 0.47 0.35
H -2.5737 3.5351 -0.0528 0.88 0.17 -0.19
H -1.0071 4.1876 0.0647 2.65 1.54 2.51
H -1.9347 1.5731 -1.4397 1.29 1.93 0.93
H -0.2343 2.1652 -1.6220 -1.15 0.29 1.47
H 2.4958 0.3458 0.1375 -0.04 -0.12 1.32
H 2.4366 -2.7301 -1.5664 -0.28 -0.33 -0.08
H 3.3553 -1.2425 -1.5189 -0.02 0.03 -0.39
H -1.3210 1.8931 1.4531 -0.07 -0.05 0.39
H -0.0569 -3.5153 -0.9391 0.80 -0.50 0.50
H 1.1647 -4.6299 -0.3955 0.02 -0.70 0.22